*i*
Entry from the Open Molecules 2025 dataset: C7H10O3 in the gas phase (ωB97M-V/def2-TZVPD).

Atoms and positions in Å:
O 2.768 0.200 1.097
C 1.950 -0.082 0.253
O 2.368 0.096 -1.116
C 0.623 -0.731 0.555
C -0.507 -1.032 -0.471
C -1.464 -0.925 0.746
C -0.469 0.171 1.194
C -0.633 1.241 0.106
O 0.546 2.029 0.058
C -0.794 0.322 -1.138
H 1.757 -0.364 -1.704
H 0.826 -1.603 1.192
H -0.473 -1.925 -1.107
H -2.501 -0.618 0.552
H -1.440 -1.807 1.397
H -0.397 0.518 2.231
H -1.515 1.869 0.292
H 1.238 1.674 -0.634
H -1.799 0.362 -1.578
H -0.083 0.603 -1.927

Properties
multiplicity: 1
charge: 0
structure (SMILES): O=C(O)[C@@H]1[C@H]2C[C@@H]1[C@@H](O)C2
lowest unoccupied orbital energy: 0.022 hartree



*ii*
Entry from the Open Molecules 2025 dataset: C7H10O3 in the gas phase (ωB97M-V/def2-TZVPD).

Atoms and positions in Å:
C -1.340 1.047 -0.632
C 0.112 0.565 -0.870
C 1.027 1.770 -1.239
O 0.373 -0.674 -1.491
C 0.696 -0.544 0.001
C -0.048 -1.595 0.873
C 1.115 -2.279 1.571
O 2.310 -1.728 1.228
C 2.142 -0.778 0.401
O 3.075 -0.270 -0.158
H -2.070 0.313 -0.164
H -1.832 1.436 -1.483
H -1.268 1.942 0.039
H 0.656 2.030 -2.155
H 2.086 1.599 -1.437
H 0.761 2.562 -0.622
H -0.552 -2.319 0.257
H -0.731 -1.016 1.567
H 1.114 -2.155 2.648
H 1.226 -3.358 1.434

Properties
multiplicity: 1
charge: 0
structure (SMILES): CC1(C)O[C@]12CCOC2=O
lowest unoccupied orbital energy: 0.028 hartree



Name the most stable of them. *i*.



*i*
Entry from the Open Molecules 2025 dataset: a 2-piece molecular cluster, C7H10O3 overall (ωB97M-V/def2-TZVPD).

Atoms and positions in Å:
C -1.879 -0.463 0.305
C -0.646 -0.584 0.814
C -0.219 -1.785 1.601
C 0.275 0.718 0.850
O -0.235 1.830 0.955
O 1.413 0.419 1.585
H -2.591 -1.276 0.322
H -2.210 0.467 -0.131
H -0.977 -2.566 1.572
H 0.711 -2.189 1.205
H -0.037 -1.504 2.638
H 1.671 1.218 2.066
C 0.055 1.481 -2.047
C 1.034 0.649 -1.242
C 0.943 -0.709 -1.271
O 1.229 -1.831 -1.324
H 0.505 1.842 -2.970
H -0.244 2.330 -1.431
H -0.847 0.920 -2.278
H 2.049 1.033 -1.217

Properties
multiplicity: 1
charge: 0
structure (SMILES): C=C(C)C(=O)O.CC=C=O
lowest unoccupied orbital energy: 0.007 hartree



*ii*
Entry from the Open Molecules 2025 dataset: C7H10O3 in the gas phase (ωB97M-V/def2-TZVPD).

Atoms and positions in Å:
C -1.939 -2.144 0.143
C -1.605 -1.021 -0.106
C -1.187 0.320 -0.515
C -2.065 1.369 0.186
O -1.279 0.448 -1.932
C 0.274 0.535 -0.201
C 0.972 -0.192 0.652
C 2.472 -0.129 0.811
O 2.989 -1.421 0.605
O 3.084 0.816 -0.007
H -2.241 -3.116 0.399
H -1.775 2.364 -0.143
H -3.113 1.204 -0.059
H -1.940 1.297 1.263
H -2.196 0.306 -2.196
H 0.724 1.327 -0.782
H 0.509 -0.981 1.228
H 2.756 0.137 1.835
H 2.694 -1.752 -0.252
H 2.866 0.631 -0.930

Properties
multiplicity: 1
charge: 0
structure (SMILES): C#C[C@](C)(O)/C=C/C(O)O
lowest unoccupied orbital energy: 0.027 hartree



Name the most stable of them. *i*.



*i*
Entry from the Open Molecules 2025 dataset: a 2-piece molecular cluster, C2H5BO2 overall (ωB97M-V/def2-TZVPD).

Atoms and positions in Å:
B -0.568 0.029 0.189
C 1.638 0.761 -0.062
C 0.912 -0.298 0.150
O -1.261 1.096 0.501
O -2.089 -1.328 -0.281
H 2.636 0.676 -0.283
H 1.040 1.738 -0.198
H 1.415 -1.234 0.178
H -2.135 0.700 0.229
H -1.587 -2.140 -0.423

Properties
multiplicity: 1
charge: 0
lowest unoccupied orbital energy: 0.011 hartree



*ii*
Entry from the Open Molecules 2025 dataset: C2H5BO2 in the gas phase (ωB97M-V/def2-TZVPD).

Atoms and positions in Å:
C 0.942 -1.282 0.813
C -0.415 -0.576 0.770
B -0.420 0.584 -0.228
O 0.743 1.141 -0.517
O -1.677 0.834 -0.818
H 1.131 -2.274 1.108
H 1.853 -0.593 0.590
H -1.423 -0.988 1.152
H 0.951 1.603 -1.426
H -1.685 1.551 -1.443

Properties
multiplicity: 1
charge: 0
structure (SMILES): C=CB(O)O
lowest unoccupied orbital energy: 0.011 hartree



Name the most stable of them. *ii*.



*i*
Entry from the Open Molecules 2025 dataset: BrH2NOS2 as an isolated structure (ωB97M-V/def2-TZVPD).

Atoms and positions in Å:
N 0.958 0.262 -0.283
O -0.888 -0.746 1.393
S -1.688 1.462 -0.570
S -0.744 -0.035 0.091
Br 2.065 -1.094 0.008
H 1.115 1.138 0.341
H -0.819 -0.987 -0.980

Properties
multiplicity: 1
charge: 0
lowest unoccupied orbital energy: -0.002 hartree



*ii*
Entry from the Open Molecules 2025 dataset: a 2-piece molecular cluster, BrH2NOS2 overall (ωB97M-V/def2-TZVPD).

Atoms and positions in Å:
N -0.101 -1.055 0.187
O -0.399 1.233 -1.205
S -2.108 0.479 0.982
S -0.326 0.416 -0.009
Br 2.694 -0.278 -0.226
H -0.244 -1.889 -0.467
H 0.484 1.095 0.738

Properties
multiplicity: 1
charge: 0
lowest unoccupied orbital energy (spin up / spin down): -0.123 / -0.106 hartree



Name the most stable of them. *i*.



*i*
Entry from the Open Molecules 2025 dataset: C4H4N4O3 in the gas phase (ωB97M-V/def2-TZVPD).

Atoms and positions in Å:
O 2.862 -1.283 -0.315
N 2.958 -0.100 0.002
N 1.923 0.635 0.468
C 0.771 0.023 0.356
C 0.136 -1.243 0.038
N -1.177 -1.435 -0.186
C -1.999 -0.472 -0.094
O -3.358 -0.472 0.178
N -1.592 0.796 0.026
C -0.311 1.168 -0.071
O 0.079 2.289 -0.373
H 2.311 1.662 0.400
H 0.858 -2.160 0.245
H -3.686 -1.314 -0.240
H -2.513 1.416 0.134

Properties
multiplicity: 1
charge: 0
structure (SMILES): O=NNc1cnc(O)[nH]c1=O
lowest unoccupied orbital energy: 0.003 hartree



*ii*
Entry from the Open Molecules 2025 dataset: C4H4N4O3 in the gas phase (ωB97M-V/def2-TZVPD).

Atoms and positions in Å:
N -1.816 -1.332 -1.728
C -0.923 -0.707 -1.050
N -0.232 -1.633 -0.333
C 0.501 -1.269 0.760
O 1.107 -2.268 1.257
C 0.780 0.159 1.006
N 1.244 0.709 2.165
O 1.398 2.090 2.407
C 0.189 1.021 -0.050
O 0.588 2.142 -0.117
N -0.633 0.658 -1.079
H -2.441 -0.770 -2.353
H -0.631 -2.527 -0.464
H 1.297 2.683 1.609
H -0.428 1.045 -2.030

Properties
multiplicity: 1
charge: 0
structure (SMILES): N=C1NC(=O)C(=NO)C(=O)N1
lowest unoccupied orbital energy: -0.055 hartree



Name the most stable of them. *ii*.



*i*
Entry from the Open Molecules 2025 dataset: an isolated ion of composition C3H4N3 and charge +1 (ωB97M-V/def2-TZVPD).

Atoms and positions in Å:
N -1.235 -0.862 0.579
C -0.488 0.178 0.518
C 0.799 0.466 -0.361
C 1.106 1.721 0.000
N 0.236 2.141 1.020
N -0.644 1.327 1.287
H -1.039 -1.694 0.029
H -2.072 -0.865 1.163
H 1.231 -0.208 -1.069
H 1.880 2.381 -0.344

Properties
multiplicity: 1
charge: +1
structure (SMILES): [NH2+]=C1C=CN=N1
lowest unoccupied orbital energy: -0.281 hartree



*ii*
Entry from the Open Molecules 2025 dataset: an isolated ion of composition C3H4N3 and charge +1 (ωB97M-V/def2-TZVPD).

Atoms and positions in Å:
C -0.203 1.318 -0.375
C 0.070 0.076 0.172
N 0.780 -0.125 1.259
N 1.053 -1.373 1.332
N 0.441 -2.096 0.551
C -0.220 -1.281 -0.313
H 0.629 1.905 -0.497
H -0.835 2.057 0.282
H -0.802 1.135 -1.370
H -0.915 -1.616 -1.042

Properties
multiplicity: 1
charge: +1
structure (SMILES): CC1=NN=[N+]=C1
lowest unoccupied orbital energy (spin up / spin down): -0.360 / -0.361 hartree



Name the most stable of them. *i*.